Model a:
A 2-piece molecular cluster, CH6NO overall, computed with wB97M-V/def2-TZVPD.

Geometry (Å):
O (1.5800, -1.4431, 0.3480)
H (1.0251, -1.8074, 1.0205)
C (-0.5825, 0.7781, 0.2398)
N (-0.4746, -0.2322, -0.9413)
H (0.3732, 0.7740, 0.8779)
H (-0.9174, 1.8604, -0.2118)
H (-1.4054, 0.4553, 0.9110)
H (0.3011, -0.7787, -0.6240)
H (0.1005, 0.3936, -1.6201)

Values from the calculation:
LUMO energy, Eh: 0.173
Gap between HOMO and LUMO, eV: 7.3
HOMO energy, Eh: -0.0969
Charge: -1

Model b:
A 2-piece molecular cluster, CH6NO overall, computed with wB97M-V/def2-TZVPD.

Geometry (Å):
O (0.8743, -2.8453, 0.5459)
H (1.4611, -2.1432, 0.8249)
C (-0.2719, 1.3155, -0.2466)
N (-1.0005, 0.0149, -0.1290)
H (-0.3501, 2.1716, 0.4027)
H (-0.1854, 1.5198, -1.3172)
H (0.7951, 0.9736, -0.1981)
H (-0.5055, -0.6779, -0.6910)
H (-0.8171, -0.3291, 0.8084)

Values from the calculation:
LUMO energy, Eh: 0.148
Gap between HOMO and LUMO, eV: 6.3
HOMO energy, Eh: -0.0819
Charge: -1

Which is most stable? The ranking, best first, is model a, model b.

Model a:
The molecule C4H11NS, computed with wB97M-V/def2-TZVPD.

Geometry (Å):
C (-1.3248, -1.0837, 0.9492)
C (-0.9186, -0.3694, -0.3674)
N (-2.0596, 0.4495, -0.7995)
C (0.3461, 0.4760, -0.3439)
C (0.4104, 1.5127, 0.7657)
S (1.8922, -0.4712, -0.2872)
H (-2.1234, -1.7728, 0.6476)
H (-0.5725, -1.7218, 1.4813)
H (-1.8215, -0.3553, 1.5867)
H (-0.6727, -1.1486, -1.1224)
H (-2.4385, 0.9388, 0.0259)
H (-2.7764, -0.1640, -1.2286)
H (0.3595, 1.0193, -1.2738)
H (1.4409, 1.8470, 0.6444)
H (0.3643, 1.0688, 1.7596)
H (-0.4174, 2.2901, 0.6656)
H (1.7205, -0.8230, 0.9832)

Values from the calculation:
LUMO energy, Eh: 0.034
Gap between HOMO and LUMO, eV: 10.0
HOMO energy, Eh: -0.3322
SMILES: C[C@@H](N)[C@@H](C)S
Charge: 0

Model b:
A 2-piece molecular cluster, C4H11NS overall, computed with wB97M-V/def2-TZVPD.

Geometry (Å):
C (2.5133, -1.0070, -0.7605)
C (1.7762, -0.3767, 0.1850)
C (1.3115, -0.9859, 1.5187)
N (1.1695, 0.9225, -0.0853)
H (3.0191, -0.4237, -1.4990)
H (2.5896, -2.0622, -0.8082)
H (1.4548, -2.0665, 1.5705)
H (1.8619, -0.5365, 2.4054)
H (0.2387, -0.7573, 1.6237)
H (1.1934, 1.4922, 0.7673)
H (1.5904, 1.4759, -0.8258)
C (-2.8454, 0.9571, -0.9980)
S (-1.6917, 0.0516, 0.0965)
H (-3.5257, 0.2113, -1.3985)
H (-3.4387, 1.7041, -0.4354)
H (-2.3374, 1.4817, -1.8146)
H (-0.3002, 0.6730, -0.2032)

Values from the calculation:
LUMO energy, Eh: 0.029
Gap between HOMO and LUMO, eV: 8.7
HOMO energy, Eh: -0.2902
SMILES: C=C(C)N.CS
Charge: 0

Which is most stable? The ranking, best first, is model a, model b.

Model a:
The molecule C4H11NS, computed with wB97M-V/def2-TZVPD.

Geometry (Å):
C (1.4998, -1.3039, 1.6323)
N (1.1962, -0.5566, 0.1769)
C (-0.1176, 0.1932, -0.0217)
C (0.0615, 1.7845, -0.2773)
C (-0.9885, -0.2757, -1.1926)
S (-2.7514, 0.2096, -0.7835)
H (1.2582, -0.6212, 2.4292)
H (2.5693, -1.4536, 1.7458)
H (1.1107, -2.2921, 1.5630)
H (1.5279, -1.3335, -0.4485)
H (-0.7005, -0.0427, 0.9443)
H (-0.9273, 2.2906, 0.0383)
H (0.4518, 2.1646, -1.2543)
H (0.8370, 1.9074, 0.4803)
H (-1.2430, -1.3332, -1.0387)
H (-0.5773, 0.1443, -2.0189)
H (-3.2068, 0.5182, -1.9746)

Values from the calculation:
LUMO energy, Eh: 0.036
Gap between HOMO and LUMO, eV: 9.6
HOMO energy, Eh: -0.3166
SMILES: CN[C@@H](C)CS
Charge: 0

Model b:
A 2-piece molecular cluster, C4H11NS overall, computed with wB97M-V/def2-TZVPD.

Geometry (Å):
C (-0.5777, -0.5462, -2.3429)
C (-0.4331, -1.2350, -0.9904)
S (-1.2584, -2.8558, -0.8751)
H (-1.5735, -0.1003, -2.4914)
H (-0.5834, -1.2911, -3.1450)
H (0.1802, 0.1968, -2.5589)
H (-0.9895, -0.6437, -0.2029)
H (0.6275, -1.2023, -0.7175)
C (1.0818, 0.5684, 1.5323)
C (1.1792, 1.2611, 0.4296)
N (-0.2218, 0.7046, 2.3108)
H (1.6496, -0.2686, 1.9069)
H (1.9509, 1.1568, -0.3196)
H (0.4614, 2.0297, 0.1540)
H (-0.5450, 1.6663, 2.2719)
H (-0.9345, 0.1759, 1.7856)
H (-0.0138, 0.3834, 3.2527)

Values from the calculation:
LUMO energy, Eh: -0.038
Gap between HOMO and LUMO, eV: 4.2
HOMO energy, Eh: -0.1912
Charge: 0

Which is most stable? The ranking, best first, is model a, model b.

Model a:
The molecule C4H11NS, computed with wB97M-V/def2-TZVPD.

Geometry (Å):
C (-1.3908, 2.3271, 0.7578)
S (-1.7559, 1.4645, -0.7218)
C (-0.8943, -0.1777, -0.6905)
C (0.1799, -0.3864, 0.3434)
C (1.0029, -1.6473, 0.1264)
N (2.2153, -1.5182, -0.7620)
H (-2.2039, 2.2736, 1.5020)
H (-0.5679, 1.8036, 1.2605)
H (-1.1392, 3.3726, 0.6352)
H (-1.7224, -0.8832, -0.6144)
H (-0.4949, -0.2451, -1.7041)
H (0.8658, 0.4581, 0.3320)
H (-0.3457, -0.4375, 1.3060)
H (0.4721, -2.3294, -0.5461)
H (1.2915, -2.1406, 1.0537)
H (2.6710, -0.6140, -0.5989)
H (1.8164, -1.3201, -1.6793)

Values from the calculation:
LUMO energy, Eh: 0.035
Gap between HOMO and LUMO, eV: 9.4
HOMO energy, Eh: -0.3097
SMILES: CSCCCN
Charge: 0

Model b:
A 2-piece molecular cluster, C4H11NS overall, computed with wB97M-V/def2-TZVPD.

Geometry (Å):
C (1.5274, -1.5727, -0.2294)
C (0.3761, -1.9869, 0.3828)
N (-0.1961, -1.5486, 1.5701)
H (1.9326, -0.5211, 0.1124)
H (2.0222, -2.2455, -0.9029)
H (-0.1926, -2.6634, -0.2427)
H (0.1620, -0.6929, 2.0370)
H (-1.1554, -1.9301, 1.5237)
C (-0.2046, 2.1734, 0.6758)
S (-0.4788, 2.5340, -1.0503)
C (-0.7854, 0.7627, -1.6749)
H (-1.1890, 2.4278, 1.1245)
H (0.0277, 1.1622, 1.0253)
H (0.5889, 2.8488, 1.1969)
H (-1.3881, 0.6494, -2.6654)
H (-1.3482, 0.1861, -0.9312)
H (0.3012, 0.4167, -1.9518)

Values from the calculation:
LUMO energy, Eh: 0.032
Gap between HOMO and LUMO, eV: 9.0
HOMO energy, Eh: -0.2979
SMILES: C=CN.CSC
Charge: 0

Which is most stable? The ranking, best first, is model a, model b.

Model a:
The molecule C4H11NS, computed with wB97M-V/def2-TZVPD.

Geometry (Å):
C (1.7500, -1.1645, -0.9112)
N (0.3460, -0.7793, -1.0051)
C (-0.2328, -0.1841, 0.1975)
C (0.5384, 1.0129, 0.7753)
C (-1.6880, 0.2129, -0.1114)
S (-2.8483, -0.0279, 1.2706)
H (2.4503, -0.3281, -0.9654)
H (1.9949, -1.8442, -1.7254)
H (1.9131, -1.6690, 0.0376)
H (0.2182, -0.1571, -1.7954)
H (-0.2921, -0.9654, 0.9481)
H (0.2912, 1.2245, 1.8084)
H (0.3512, 1.8935, 0.1504)
H (1.6097, 0.8077, 0.7293)
H (-2.1079, -0.3834, -0.9246)
H (-1.7255, 1.2542, -0.4199)
H (-2.5684, 1.0974, 1.9413)

Values from the calculation:
LUMO energy, Eh: 0.036
Gap between HOMO and LUMO, eV: 9.8
HOMO energy, Eh: -0.3233
SMILES: CN[C@@H](C)CS
Charge: 0

Model b:
A 2-piece molecular cluster, C4H11NS overall, computed with wB97M-V/def2-TZVPD.

Geometry (Å):
C (-3.4418, 0.1243, 0.6117)
N (-2.9746, 1.0720, -0.0590)
C (-3.8416, 1.6922, -1.0581)
H (-2.8660, -0.3455, 1.4087)
H (-4.4318, -0.3341, 0.4624)
H (-4.8771, 1.3523, -0.9995)
H (-3.4903, 1.4205, -2.0507)
H (-3.8115, 2.7482, -0.8848)
C (3.2063, 0.4780, 0.6234)
S (4.4681, -0.7587, 0.3881)
C (3.4864, -2.1991, -0.0626)
H (2.4182, 0.0917, 1.2776)
H (2.6639, 0.7904, -0.2725)
H (3.5888, 1.3379, 1.1577)
H (2.7778, -1.8964, -0.8198)
H (4.1700, -2.9240, -0.4918)
H (2.9553, -2.6497, 0.7692)

Values from the calculation:
LUMO energy, Eh: 0.036
Gap between HOMO and LUMO, eV: 9.4
HOMO energy, Eh: -0.3088
SMILES: C=NC.CSC
Charge: 0

Model c:
A 2-piece molecular cluster, C4H11NS overall, computed with wB97M-V/def2-TZVPD.

Geometry (Å):
C (3.3347, -2.5651, -0.6390)
C (2.1816, -2.3614, -1.3213)
N (1.9359, -2.8048, -2.6412)
H (3.2187, -3.0861, 0.2964)
H (4.2790, -2.3286, -1.1730)
H (1.2983, -2.0083, -0.7830)
H (1.3861, -2.2623, -3.2851)
H (2.7487, -3.3183, -2.9440)
C (-1.7063, 1.7587, 1.0157)
C (-3.0074, 2.1718, 1.6509)
S (-2.5305, 3.7040, 2.6374)
H (-0.8848, 1.7598, 1.7468)
H (-1.2138, 2.4343, 0.2653)
H (-1.6995, 0.7791, 0.4855)
H (-3.5579, 1.5166, 2.3247)
H (-3.7180, 2.3735, 0.8438)
H (-2.0648, 4.2374, 1.5199)

Values from the calculation:
LUMO energy, Eh: 0.030
Gap between HOMO and LUMO, eV: 8.8
HOMO energy, Eh: -0.2933
SMILES: C=CN.CCS
Charge: 0

Model d:
The molecule C4H11NS, computed with wB97M-V/def2-TZVPD.

Geometry (Å):
C (0.9391, -1.2114, -2.2235)
C (-0.1750, -0.4781, -1.4940)
N (0.0413, -0.5690, -0.0412)
C (-0.5208, 0.5421, 0.7104)
C (0.0988, 0.6117, 2.1140)
S (-0.8916, 1.6495, 3.2299)
H (0.7597, -1.3048, -3.2907)
H (1.1789, -2.1467, -1.7256)
H (1.8486, -0.6250, -2.1120)
H (-0.1652, 0.5892, -1.7126)
H (-1.1620, -0.8614, -1.7516)
H (-0.3935, -1.4083, 0.3232)
H (-0.2857, 1.5006, 0.2277)
H (-1.6104, 0.4630, 0.8437)
H (1.1151, 1.0011, 2.0537)
H (0.2145, -0.3908, 2.5177)
H (-0.9918, 2.6383, 2.3309)

Values from the calculation:
LUMO energy, Eh: 0.038
Gap between HOMO and LUMO, eV: 10.1
HOMO energy, Eh: -0.3322
SMILES: CCNCCS
Charge: 0

Which is most stable? The ranking, best first, is model a, model d, model b, model c.

Model a:
The molecule C4H11NS, computed with wB97M-V/def2-TZVPD.

Geometry (Å):
C (1.6410, 0.4628, 1.9707)
S (-0.0813, 1.0890, 1.6525)
C (-0.9095, 0.5544, 0.0212)
C (0.0251, -0.6412, -0.4516)
C (-0.7209, -1.2617, -1.6518)
N (-0.1135, -1.0934, -3.0082)
H (2.2412, 1.2713, 1.6392)
H (1.7297, 0.2767, 3.0533)
H (1.9834, -0.4541, 1.3520)
H (-1.9096, 0.4055, 0.4198)
H (-0.8454, 1.4090, -0.6674)
H (1.0244, -0.3507, -0.6690)
H (-0.0131, -1.4327, 0.3379)
H (-1.6760, -0.7945, -1.7632)
H (-1.0697, -2.3206, -1.4790)
H (-0.5357, -1.4919, -3.7958)
H (0.9526, -0.9744, -3.1402)

Values from the calculation:
LUMO energy, Eh: 0.037
Gap between HOMO and LUMO, eV: 9.3
HOMO energy, Eh: -0.3042
SMILES: CSCCCN
Charge: 0

Model b:
The molecule C4H11NS, computed with wB97M-V/def2-TZVPD.

Geometry (Å):
C (2.2480, -0.1749, -0.2592)
N (0.9969, 0.3440, -0.8237)
C (-0.2053, -0.1860, -0.1596)
C (-0.2421, 0.0031, 1.3673)
C (-1.4417, 0.4506, -0.8061)
S (-2.7925, -0.7219, -1.1876)
H (2.6170, 0.3931, 0.5997)
H (3.0229, -0.1701, -1.0236)
H (2.0807, -1.1976, 0.0680)
H (0.9638, 1.3498, -0.6756)
H (-0.2724, -1.2358, -0.4011)
H (-0.9728, -0.6816, 1.7963)
H (-0.5618, 1.0219, 1.5915)
H (0.7125, -0.2109, 1.8431)
H (-1.1778, 0.8627, -1.7816)
H (-1.9022, 1.2422, -0.2187)
H (-3.0733, -1.0887, 0.0709)

Values from the calculation:
LUMO energy, Eh: 0.036
Gap between HOMO and LUMO, eV: 9.9
HOMO energy, Eh: -0.3264
SMILES: CN[C@@H](C)CS
Charge: 0

Model c:
The molecule C4H11NS, computed with wB97M-V/def2-TZVPD.

Geometry (Å):
C (-2.4646, -1.1935, -0.1360)
C (-1.6289, -0.2337, 0.6528)
S (0.0352, -0.1067, 0.0915)
N (0.7906, 0.1042, -1.6352)
C (0.8949, 0.8673, 1.0609)
C (2.2718, 1.2430, 0.7292)
H (-2.3620, -0.9863, -1.1526)
H (-3.6070, -1.1268, 0.1737)
H (-2.0100, -2.1432, -0.0333)
H (-1.8839, 0.7597, 0.6036)
H (0.4074, -1.4442, 0.1445)
H (0.3175, 0.8488, -2.1229)
H (0.7723, -0.7469, -2.1732)
H (0.4023, 1.3625, 1.8030)
H (2.4709, 1.2742, -0.2986)
H (2.9472, 0.3813, 1.0833)
H (2.6298, 2.3078, 1.0742)

Values from the calculation:
LUMO energy, Eh: 0.021
Gap between HOMO and LUMO, eV: 7.6
HOMO energy, Eh: -0.2597
SMILES: CC=[SH](N)=CC
Charge: 0

Model d:
The molecule C4H11NS, computed with wB97M-V/def2-TZVPD.

Geometry (Å):
C (1.5306, 1.2176, 0.9877)
C (0.5151, 0.1674, 0.5515)
N (1.2725, -1.0160, 0.0215)
C (-0.6114, 0.4655, -0.4839)
C (-1.4053, -0.7972, -1.0520)
S (-2.6701, -1.2553, 0.1904)
H (2.0747, 1.7826, 0.1340)
H (1.1138, 1.9377, 1.6209)
H (2.2689, 0.5671, 1.3394)
H (0.0425, -0.3531, 1.4142)
H (1.7303, -1.4758, 0.7977)
H (1.9543, -0.6823, -0.6220)
H (-0.0434, 0.9760, -1.3419)
H (-1.3842, 1.2471, -0.0625)
H (-0.5577, -1.5545, -1.2676)
H (-1.9413, -0.5298, -1.9279)
H (-3.8893, -0.6968, -0.2995)

Values from the calculation:
LUMO energy, Eh: 0.035
Gap between HOMO and LUMO, eV: 9.7
HOMO energy, Eh: -0.3221
SMILES: C[C@H](N)CCS
Charge: 0

Which is most stable? The ranking, best first, is model b, model d, model a, model c.